Below is a cluster of 2 separate species, C6H11N2OPS2 in total, with properties calculated with ωB97M-V/def2-TZVPD.

```
23
Properties=species:S:1:pos:R:3:forces:R:3:nbo_charge:R:1
C 1.087764 1.502711 0.745253 0.921 -1.824 -1.357 0.348
C 2.825732 0.099517 -0.367617 0.715 1.031 1.086 0.118
C 2.419791 0.777320 0.927838 -0.943 -0.021 2.694 -0.573
C 1.022829 2.899794 1.089123 -0.427 2.818 1.870 -0.687
C -2.665913 -2.228937 -0.560331 1.499 0.744 -1.184 -0.660
C -1.425489 -2.109421 -1.526316 -0.922 0.323 -0.113 -0.070
N 0.116313 0.820451 0.318635 -1.193 -0.403 -0.240 -0.763
N 1.821325 -0.558780 -0.935897 0.073 -1.099 -1.533 -0.893
O -0.696878 -0.858433 -1.375857 -0.402 -0.256 -0.078 -0.804
P 0.287796 -0.841959 -0.117916 0.622 1.558 0.919 1.403
S 4.366708 0.423542 -0.900074 -0.595 -0.585 -0.397 -0.151
S 2.978542 -3.126230 0.930841 -0.057 0.069 -0.035 -0.016
H 3.187445 1.462473 1.341266 -0.266 -0.696 -0.589 0.258
H 2.070952 0.093901 1.848342 1.235 0.667 -2.035 0.253
H 0.970907 2.818177 2.256169 1.183 0.844 -1.653 0.245
H 0.033921 3.356713 0.964873 0.052 -0.415 -0.679 0.244
H 1.789802 3.638729 0.571194 -1.147 -1.872 1.630 0.256
H -3.274291 -1.353951 -0.798248 0.131 0.290 0.518 0.220
H -3.319002 -3.041290 -0.998295 0.985 0.147 1.515 0.233
H -2.217371 -2.150967 0.501388 -1.518 -0.835 -1.471 0.230
H -1.769159 -2.048133 -2.573949 0.247 -0.483 0.473 0.198
H -0.693560 -2.901533 -1.359877 -0.335 -0.331 -0.255 0.177
H 1.944847 -0.939501 -1.890688 0.144 0.330 0.913 0.433
```
Forces are in eV/Å.

E_LUMO (alpha / beta) in eV: -2.687 / -2.683
Calculated total energy in eV: -42383.867
F_max in eV/Å: 3.409
HOMO-LUMO gap (alpha / beta) in eV: 5.547 / 5.553